DFT (ωB97M-V with the def2-TZVPD basis set) results for C50H63AsClGaN3 as an isolated structure in a non-equilibrium geometry.

Geometry as ORCA input:
```
! RIJCOSX wB97M-V def2-TZVPD def2/J DEFGRID3
* xyz -1 1
C 0.61355 3.65774 4.06841
C -4.22380 -1.54060 -0.76944
C -4.00186 1.90286 0.92010
H 0.89398 4.64644 3.69839
H -5.52150 0.22299 -0.48351
H -2.61545 -0.40667 -2.56443
C -2.25258 -2.67485 -0.02055
H 6.10158 -1.08930 1.21437
N 1.47816 0.52091 1.73241
H -5.73912 5.55248 0.91928
H -5.97224 -5.19081 -0.22868
C -0.31902 -1.10884 4.52984
H -2.58706 -1.24603 -4.74623
H -2.00126 3.33500 3.07792
H -1.79979 3.49835 -2.67265
H 6.67652 -0.75223 -4.15985
Ga 1.17062 0.75635 -0.14494
H -1.72307 1.94198 4.72009
C 3.90690 0.71182 -2.74594
H 4.39858 3.42431 -3.21421
H -0.58311 -3.77069 0.72672
H -6.63797 4.99934 -0.44294
H 1.47181 3.14956 4.49166
H 1.87149 -4.06282 2.92275
H -2.57498 2.01526 -3.19292
C 2.44637 1.83696 -4.53501
Cl 0.81519 2.88465 -0.51396
H 2.40561 -2.00409 5.38473
C 0.69138 -1.58742 -4.06808
C -3.88607 3.73210 -1.14429
H -4.65521 -0.00048 1.70938
H -5.13417 -5.40690 -1.76166
H -0.16530 -2.53514 -0.46135
H -5.83736 -0.79576 -1.90374
C -3.03562 2.62459 -1.18237
H -5.49833 3.18106 1.71980
H -1.21981 1.96006 -2.12833
H 3.87482 3.08165 -1.58402
C -0.80833 -2.74928 0.39855
C 2.85512 0.67997 1.85901
C 1.16244 -3.38217 3.40491
C -2.90061 -3.88694 -0.15952
H 2.83445 3.97852 -2.62863
C -4.22787 -3.95750 -0.54445
H -2.35080 -4.76422 0.13879
C -3.08328 1.67437 -0.15944
C 0.07697 2.81115 2.89640
C -4.80346 3.02327 0.90054
H -0.56797 -2.05890 1.20471
H -5.19995 5.95591 -0.69147
H -3.13992 0.61898 2.44860
C 0.70633 -1.05455 -2.79024
C 0.64973 0.32769 2.86835
H 5.25524 -3.76336 -1.33166
C -1.23207 -0.11795 4.91585
H 4.70839 0.76196 0.84789
C 3.63009 0.59300 0.76261
H 0.82504 2.77512 2.11946
C 1.72042 -1.96348 3.34100
C 2.82890 -1.79456 4.41579
H 4.23664 -4.15267 0.05260
C -1.63515 -1.19948 -4.20298
H 1.69495 2.63805 -4.66578
C 4.73143 -2.03835 -0.18428
H -4.69017 1.33950 2.86816
C 4.42453 -3.42646 -0.73473
H 2.13877 -1.77337 2.34796
H 6.91850 -2.08858 0.08433
H 3.23450 -0.80052 4.47195
H 4.92039 1.03613 -4.56544
H -5.89901 -2.79557 -1.17813
H -1.95238 -0.35677 5.69616
C 2.91060 1.83515 -3.06595
C -2.91703 -1.46198 -0.28924
C -1.19238 3.45355 2.35356
H 3.88635 -1.74877 0.46504
H 6.50815 -2.06721 -2.12003
H 3.25487 2.05371 -5.22622
H 3.28072 0.87532 2.83228
C 4.80397 -1.06280 -1.36663
H 3.60097 -2.55745 4.25889
H 1.98991 0.86102 -4.77686
H -1.47549 3.04548 1.36800
As -1.87744 0.13075 0.21888
C -4.11934 0.90279 2.02667
H 5.99687 -2.84154 1.41912
C -0.15279 1.36495 3.35296
C 4.90137 0.44605 -3.67492
C 5.78311 -1.27440 -2.29282
H -4.41597 -6.09716 -0.28000
C -4.97167 -5.24360 -0.70445
C -4.84942 -2.77639 -0.86102
C -5.63255 5.18057 -0.09113
N 3.02622 0.33094 -0.49444
H -0.10092 3.81588 4.88025
N -0.44184 0.00198 -0.95247
C 5.86769 -0.54111 -3.46611
H 2.02370 1.64369 -2.43905
H 1.63016 -1.02860 -2.23131
C -0.47275 -1.66154 -4.79890
C -0.46295 -0.56285 -2.21264
C 3.54855 3.16569 -2.60912
H 1.64721 -1.89403 -4.50290
H 3.53023 -3.38809 -1.36767
C 3.90199 -0.01113 -1.52187
H -0.52020 -2.04218 -5.80697
C -4.75428 3.95834 -0.12975
H 0.20567 -3.44496 2.85873
C 6.00042 -2.03056 0.68171
H -1.03227 4.52637 2.19700
C -1.09410 1.13656 4.36175
H -4.41291 0.31217 -1.85371
C -5.04542 -0.36805 -1.28391
H 1.03680 -3.76820 4.40975
C -2.10392 2.51746 -2.34532
H -0.35819 -2.05995 5.05695
C -1.64994 -0.69441 -2.93580
C 0.63553 -0.90535 3.55926
H -3.81107 4.42105 -1.97319
*
```

Calculated values
**E_HOMO**: -3.70 eV
**E_tot**: -183085.79368 eV
**Frontier orbital gap**: 0.2279 hartree